A cluster of 13 separate species, C52H96O17 in total in a non-equilibrium geometry. Source: OMol25; level of theory: ωB97M-V/def2-TZVPD.

```
165
Properties=species:S:1:pos:R:3:forces:R:3
C -4.792668 4.772219 0.605086 -0.470 0.680 -0.129
C -4.745049 3.338167 0.176329 0.770 -2.147 -0.487
C -3.332715 3.064580 -0.446148 -0.479 2.293 1.251
O -2.623562 4.279570 -0.063756 0.729 -0.057 -0.576
C -3.349896 5.156186 0.819677 0.200 -1.144 -0.502
H -5.413400 4.883901 1.494090 0.032 0.178 -0.018
H -5.178235 5.429900 -0.173943 -0.310 -0.186 -0.091
H -5.543849 2.998137 -0.482758 -0.107 0.248 0.081
H -4.730303 2.656445 1.026708 -0.563 0.186 0.360
H -3.308451 2.958783 -1.530738 0.061 -0.017 0.011
H -2.813672 2.249108 0.057525 -0.134 -0.324 -0.240
H -3.142476 6.178799 0.504509 0.172 -0.059 0.282
H -3.042620 4.960437 1.846991 0.206 0.251 0.102
C -5.661903 0.350711 -2.029596 -1.791 -0.520 0.071
C -5.831173 1.468971 -3.055574 -0.439 -0.476 0.965
C -4.788062 1.053717 -4.058255 -0.659 0.187 -0.382
O -3.687955 0.671487 -3.267802 1.004 0.761 0.269
C -4.233926 -0.044739 -2.163427 0.404 -1.164 -0.308
H -6.310082 -0.471629 -2.332410 -0.002 -0.194 -0.017
H -5.943952 0.540245 -0.993916 -0.015 0.529 -0.077
H -5.567067 2.363248 -2.491102 -0.031 0.544 -0.813
H -6.837726 1.495913 -3.472976 0.045 0.295 0.128
H -4.651707 1.830218 -4.810942 1.037 0.202 0.317
H -5.094272 0.187763 -4.645180 -0.463 -0.304 0.008
H -3.717665 0.075303 -1.210974 0.654 0.416 -0.346
H -4.205169 -1.100761 -2.431915 0.330 -0.289 0.171
C -0.775172 1.611220 -5.550907 -1.133 -1.911 0.988
C -0.083336 2.697136 -6.192811 1.841 2.639 -0.571
C 1.026431 3.049330 -5.106148 -0.658 -0.826 -1.879
O 0.422603 2.736322 -3.877149 0.956 0.171 0.660
C -0.764054 2.015630 -4.085837 -0.990 0.005 -0.046
H -0.216418 0.683196 -5.671995 -0.004 -0.187 0.025
H -1.777415 1.452284 -5.948828 -0.065 -0.097 0.177
H -0.750811 3.543102 -6.356888 -0.019 0.201 0.093
H 0.326527 2.436560 -7.168635 0.245 0.066 0.085
H 1.432891 4.060577 -5.122604 -0.291 0.066 0.066
H 1.834448 2.355720 -5.338754 0.439 -0.056 0.339
H -1.564307 2.722601 -3.867013 -0.515 -0.186 0.033
H -0.860340 1.159423 -3.418203 0.184 0.077 0.116
C 4.970511 -3.861464 2.301006 0.491 0.467 0.243
C 4.924063 -4.508510 0.912193 -0.147 0.609 -0.467
C 5.542929 -3.396179 0.022683 -1.077 -0.045 0.551
O 5.512980 -2.239516 0.816287 3.020 2.430 -0.843
C 4.761652 -2.362416 1.942891 -1.636 -2.055 0.260
H 5.993211 -4.008736 2.648107 0.111 0.362 0.336
H 4.323866 -4.220808 3.101514 -0.281 -0.257 -0.390
H 3.881973 -4.672334 0.637803 0.113 -0.451 -0.194
H 5.585181 -5.358710 0.744272 -0.635 -0.437 0.509
H 4.949764 -3.095288 -0.840863 0.011 -0.778 -0.486
H 6.555756 -3.678469 -0.264749 0.093 0.406 -0.036
H 3.755887 -2.197939 1.556259 -1.010 -0.209 0.700
H 4.885975 -1.628783 2.739393 0.853 0.004 -0.199
C 5.627579 0.419623 -2.463109 -0.245 -0.868 1.173
C 4.910261 1.474418 -3.216250 -0.270 0.949 -1.816
C 5.226097 1.025950 -4.698011 -0.235 0.236 2.275
O 5.340954 -0.369453 -4.588050 -0.427 -2.425 -0.664
C 5.366364 -0.890590 -3.256456 1.269 2.094 0.815
H 5.244891 0.401396 -1.442658 0.284 -0.291 0.202
H 6.694563 0.641575 -2.443537 0.050 -0.151 0.067
H 5.286428 2.478883 -3.022216 0.096 -0.012 0.036
H 3.847705 1.512477 -2.976181 -0.184 -0.258 -0.219
H 6.219968 1.416289 -4.917003 -0.091 0.293 -0.564
H 4.466190 1.247179 -5.447481 0.179 0.250 0.025
H 6.214607 -1.550673 -3.075126 0.199 -0.107 -0.603
H 4.514236 -1.459243 -2.884139 -0.725 0.300 -0.624
C -3.735974 -2.161495 4.085240 0.606 -0.440 -2.003
C -4.214539 -2.240795 5.481983 0.065 0.409 0.495
C -3.021880 -1.591859 6.182412 -1.459 1.274 0.730
O -1.875866 -1.902942 5.470799 1.466 -0.914 -1.002
C -2.236277 -2.400303 4.182105 -0.796 -0.666 0.020
H -3.813294 -1.189331 3.598408 -0.630 0.328 0.408
H -4.209000 -2.868550 3.403743 -0.027 -0.069 0.056
H -4.324597 -3.270883 5.820979 -0.226 -0.025 -0.105
H -5.147831 -1.681382 5.546208 0.004 -0.154 0.628
H -2.956167 -1.833579 7.243236 0.353 -0.200 -0.096
H -3.128321 -0.510852 6.091943 -0.297 0.305 0.391
H -2.050387 -3.472496 4.119219 0.381 -0.182 0.135
H -1.756760 -1.923006 3.327498 0.599 0.296 0.364
C 1.064145 -1.572597 -0.321163 -0.136 -1.068 0.458
C 0.893500 -0.503448 -1.358922 -0.750 1.081 -1.230
C -0.119577 0.553410 -0.759951 1.966 -0.839 -0.171
O 0.177396 0.374421 0.616855 -0.856 1.092 0.306
C 0.319572 -1.004002 0.869878 0.209 0.316 0.918
H 2.101219 -1.794540 -0.069531 0.165 0.400 -0.029
H 0.688836 -2.545581 -0.638252 -0.427 0.086 0.010
H 0.539298 -0.887108 -2.315712 0.173 -0.031 -0.106
H 1.850268 -0.002003 -1.504672 -0.118 0.150 -0.226
H -1.173854 0.458800 -1.020073 -0.210 -0.619 0.111
H 0.165495 1.555576 -1.080113 0.086 0.101 0.260
H -0.657306 -1.446769 1.064270 -0.231 -0.252 -0.224
H 0.876645 -1.053341 1.805471 0.062 -0.202 0.054
C 1.731353 -4.174155 -2.882786 1.409 1.029 0.905
C 0.362882 -4.073506 -3.441095 -1.258 0.234 0.555
C -0.308785 -5.325527 -2.852539 0.906 0.254 -1.253
O 0.732948 -6.297624 -2.894487 0.054 -0.725 -0.544
C 1.984059 -5.665860 -2.667080 -0.090 0.457 0.624
H 1.779201 -3.658429 -1.923699 -0.202 -0.194 0.258
H 2.476598 -3.598553 -3.431775 0.157 -0.501 -0.513
H 0.384637 -4.029496 -4.529989 -0.322 -0.269 0.023
H -0.172353 -3.212234 -3.041301 0.022 0.319 -0.316
H -1.109966 -5.622341 -3.529380 -0.168 -0.394 0.462
H -0.646272 -5.180679 -1.826270 -0.175 0.110 -0.062
H 2.816101 -6.044806 -3.260561 -0.444 -0.387 -0.384
H 2.241492 -5.842337 -1.622719 0.263 -0.013 0.189
C -4.701309 -3.695142 -0.336825 -1.497 0.086 0.319
C -3.651703 -3.053803 0.527045 -0.160 -0.093 0.735
C -2.435904 -3.076298 -0.408250 -1.042 0.042 -0.051
O -2.794581 -4.032674 -1.436930 1.383 0.477 -0.448
C -3.963231 -4.744859 -1.069494 0.591 0.377 0.034
H -5.050054 -2.985929 -1.087488 -0.240 0.130 0.043
H -5.556850 -4.109254 0.196708 -0.087 0.239 0.176
H -3.547787 -3.645106 1.436813 0.404 -0.187 -0.044
H -3.977025 -2.073762 0.876017 0.304 0.229 -0.194
H -1.484564 -3.297276 0.075697 -0.039 -0.415 -0.039
H -2.355160 -2.076295 -0.834365 0.234 -0.062 -0.488
H -3.660849 -5.569553 -0.424098 -0.321 -0.426 -0.068
H -4.524877 -5.046990 -1.953446 0.439 -0.337 -0.062
O 4.489075 4.068125 -0.045782 -0.418 -2.674 1.489
C 4.277361 3.083281 0.681811 0.090 3.076 -1.400
O 5.115898 2.743897 1.658295 0.242 -0.986 0.968
C 4.575354 1.623365 2.428221 0.111 -0.744 0.132
C 3.473408 1.002279 1.561103 0.828 0.378 -0.251
C 3.065517 2.214916 0.719825 -1.253 -0.733 -0.170
H 4.275545 1.897644 3.439642 -0.348 0.774 -0.293
H 5.310378 0.838560 2.606885 0.675 0.447 -0.342
H 2.747988 0.455506 2.163505 -0.352 0.484 -0.140
H 3.988767 0.265679 0.944703 -0.151 -0.119 -0.294
H 2.233898 2.748373 1.180209 0.212 0.365 0.304
H 2.686594 2.027451 -0.284851 0.280 -0.300 -0.106
O 1.303125 2.169464 4.360480 -4.223 -0.345 -0.223
C 0.057792 2.161572 4.214130 3.856 -0.160 -0.249
O -0.784949 1.332909 4.920186 1.126 1.339 -0.516
C -2.118847 1.620014 4.520114 -0.692 -0.228 -0.287
C -2.119998 2.912775 3.695598 -1.388 -0.499 -0.302
C -0.729846 2.989881 3.186210 1.142 0.396 0.590
H -2.765137 1.633544 5.397738 0.142 0.058 -0.012
H -2.430772 0.812053 3.858304 -0.138 -0.265 0.128
H -2.493946 3.785229 4.231405 0.278 -0.044 0.121
H -2.756660 2.740730 2.827752 -0.472 0.244 0.203
H -0.343527 4.005465 3.099861 0.245 -0.123 0.164
H -0.655173 2.569840 2.183170 0.304 -0.386 0.118
O 1.445784 5.104104 1.146804 -1.305 0.131 -1.663
C 0.928957 5.290692 0.056156 1.212 0.169 0.515
O -0.089588 6.147152 -0.154732 0.049 0.585 3.057
C -0.469157 6.283835 -1.471556 0.391 -0.131 -1.913
C 0.790353 5.816872 -2.253066 -0.663 -0.309 -0.741
C 1.278365 4.755668 -1.322227 0.978 -0.748 1.415
H -0.729446 7.325056 -1.661842 -0.035 -0.049 0.050
H -1.335972 5.636883 -1.606433 -0.063 -0.008 -0.443
H 1.512397 6.615448 -2.423442 -0.010 0.102 0.386
H 0.625662 5.356064 -3.227053 -0.507 0.228 -0.047
H 2.329255 4.469556 -1.365328 -0.003 0.153 -0.045
H 0.689674 3.840225 -1.381447 -0.144 -0.148 -0.459
O 1.330257 -0.849126 7.554822 0.555 -2.288 -3.071
C 1.500958 -1.563618 6.548277 -0.245 3.412 2.803
O 1.770439 -2.883016 6.653664 -0.324 0.131 0.402
C 1.577169 -3.444189 5.377744 -0.754 -0.750 -1.285
C 2.030019 -2.372878 4.430048 1.229 0.257 -1.097
C 1.465558 -1.120663 5.056782 -0.276 -0.822 1.162
H 0.517224 -3.588420 5.168436 -0.426 -0.055 0.419
H 2.002516 -4.443400 5.284225 0.556 0.302 0.249
H 1.793784 -2.505925 3.374312 -0.434 -0.271 0.068
H 3.118332 -2.312848 4.438416 0.237 -0.006 0.166
H 0.401974 -1.013690 4.843611 -0.084 0.182 -0.141
H 1.983813 -0.187649 4.835443 -0.102 -0.082 0.365
```
Positions in Å, forces in eV/Å.

Results
Total charge: 0
E: -3317.8218 hartree
Maximum force: 4.42 eV/A
HOMO-LUMO gap: 9.52 eV
HOMO: -9.5 eV
LUMO level: 0.043 eV